(1)
Molecular formula: C8H17N5O3
Method: DFT, ωB97M-V/def2-TZVPD

```
! wB97M-V def2-TZVPD RIJCOSX def2/J DEFGRID3
* xyz 0 1
C -0.862 -0.315 1.613
C -2.123 -0.144 0.720
C 0.108 0.747 1.180
C 1.077 0.435 0.001
C 2.442 -0.327 0.505
C 3.660 1.906 0.679
C -3.602 -1.125 -1.072
C -2.594 -1.581 -2.310
H 0.612 -1.662 0.630
H 0.299 -1.964 2.269
H -1.224 -0.186 2.628
H 0.604 0.955 2.239
H -0.344 1.761 0.991
H 1.310 1.502 -0.424
H 0.353 0.088 -0.696
H 2.175 -1.277 1.018
H 3.200 -0.751 -0.406
H 3.137 1.001 2.237
H 2.867 2.314 -1.024
H 5.096 3.167 1.025
H 5.017 1.908 2.124
H -2.369 -2.107 0.329
H -4.412 -0.401 -1.159
H -4.154 -2.042 -1.037
H -3.917 -1.551 -3.722
N -0.103 -1.571 1.375
N 3.229 0.676 1.220
N 3.695 2.558 -0.452
N 4.498 2.640 1.629
N -2.833 -1.201 0.055
O -2.604 1.008 0.478
O -1.383 -1.660 -2.087
O -3.051 -1.854 -3.605
*
```

Output
SMILES: [H]/N=C(/N)NCCC[C@H](N)C(=O)NCC(=O)O
Lowest unoccupied orbital energy: 0.453 eV
Kohn-Sham gap: 9.60 eV

(2)
Molecular formula: C8H17N5O3
Method: DFT, ωB97M-V/def2-TZVPD

```
! wB97M-V def2-TZVPD RIJCOSX def2/J DEFGRID3
* xyz 0 1
C 0.243 2.250 3.329
C 0.177 2.826 1.955
C 1.076 0.642 0.809
C 2.616 0.897 0.825
C 0.568 -0.186 -0.311
C -0.919 -0.240 -0.519
C -1.428 -0.847 -1.858
C -1.583 -2.942 -3.271
H 1.375 0.731 4.320
H 2.208 2.067 4.192
H -0.244 2.984 4.106
H -0.431 1.381 3.247
H 0.504 2.602 0.044
H 0.838 0.147 1.813
H 0.977 -1.242 -0.162
H 0.997 0.188 -1.281
H -1.416 0.740 -0.627
H -1.438 -0.699 0.299
H -2.514 -0.737 -1.884
H -1.040 -0.107 -2.633
H -1.018 -2.880 -1.327
H -1.814 -4.636 -2.317
H -1.062 -1.727 -4.957
H -2.570 -2.720 -4.937
H 2.518 0.732 2.779
N 1.458 1.540 3.687
N 0.500 1.999 0.827
N -1.026 -2.336 -2.185
N -1.906 -4.184 -3.184
N -1.847 -2.184 -4.408
O -0.232 3.934 1.749
O 3.188 1.321 -0.147
O 3.246 0.684 2.026
*
```

Output
SMILES: [H]/N=C(/N)NCCC[C@H](NC(=O)CN)C(=O)O
Lowest unoccupied orbital energy: 0.092 eV
Kohn-Sham gap: 8.86 eV

Which one sits at the top of the stability order? (2) does.

(1)
Molecular formula: C6H16
Method: DFT, ωB97M-V/def2-TZVPD

```
! wB97M-V def2-TZVPD RIJCOSX def2/J DEFGRID3
* xyz 1 2
C 0.404 -0.002 1.268
C 0.776 0.754 2.612
C 1.568 -0.283 0.384
C -0.382 -1.258 1.533
H -0.236 0.796 0.775
H 1.838 0.549 2.750
H 1.464 -0.025 -0.687
H 2.454 0.359 0.557
H 1.891 -1.314 0.507
H -1.336 -0.990 1.997
H -0.548 -1.808 0.605
H 0.142 0.395 3.421
H 0.710 1.843 2.619
H 0.073 -2.030 2.164
C -0.741 0.694 -3.148
C -1.402 -0.039 -1.984
H -0.816 1.771 -2.931
H 0.324 0.548 -3.301
H -1.322 0.589 -4.060
H -2.278 0.491 -1.600
H -1.831 -0.964 -2.372
H -0.751 -0.076 -1.109
*
```

Output
Lowest unoccupied orbital energy (spin up / spin down): -2.907 / -10.436 eV
Kohn-Sham gap (spin up / spin down): 11.71 / 4.18 eV

(2)
Molecular formula: C6H16
Method: DFT, ωB97M-V/def2-TZVPD

```
! wB97M-V def2-TZVPD RIJCOSX def2/J DEFGRID3
* xyz 1 2
C 0.980 -1.357 0.034
C 1.173 -1.724 1.526
C 0.631 -2.662 -0.773
H 1.906 -1.033 -0.430
H 0.115 -0.676 -0.009
H 1.983 -1.188 1.992
H 0.216 -1.806 2.055
H 1.178 -2.904 -1.687
H 1.414 -2.801 1.554
H -0.425 -2.659 -1.025
H 0.818 -3.568 -0.196
C -0.908 2.005 -0.813
C 0.371 2.161 0.183
C -2.229 1.720 -0.201
H -1.025 2.899 -1.430
H -0.611 1.036 -1.297
H 0.554 1.221 0.733
H 0.305 3.015 0.838
H -2.756 2.483 0.407
H -2.934 1.631 -1.075
H 1.219 2.198 -0.492
H -2.268 0.778 0.349
*
```

Output
Lowest unoccupied orbital energy (spin up / spin down): -3.061 / -10.857 eV
Kohn-Sham gap (spin up / spin down): 11.50 / 3.69 eV

Which one sits at the top of the stability order? (1) does.

(1)
Molecular formula: C3H5N
Method: DFT, ωB97M-V/def2-TZVPD

```
! wB97M-V def2-TZVPD RIJCOSX def2/J DEFGRID3
* xyz 0 1
C 2.841 -0.102 -0.519
C -0.844 0.223 0.358
C -0.775 -0.892 -0.326
N 1.995 -0.166 0.201
H 3.705 0.070 -1.197
H -1.504 1.025 -0.063
H 0.103 0.576 0.851
H -1.593 -1.079 -0.996
H -0.153 -1.664 -0.177
*
```

Output
SMILES: C#N.C=C
Lowest unoccupied orbital energy: 0.974 eV
Kohn-Sham gap: 10.73 eV

(2)
Molecular formula: C3H5N
Method: DFT, ωB97M-V/def2-TZVPD

```
! wB97M-V def2-TZVPD RIJCOSX def2/J DEFGRID3
* xyz 0 1
C 0.104 -0.141 -1.392
C -0.256 0.552 0.034
C 0.336 -0.805 0.495
N 0.586 -1.210 -0.897
H 0.006 0.183 -2.407
H 0.349 1.424 0.251
H -1.307 0.728 0.224
H 1.255 -0.738 1.077
H -0.360 -1.476 0.991
*
```

Output
Lowest unoccupied orbital energy: 1.203 eV
Kohn-Sham gap: 10.83 eV

Which one sits at the top of the stability order? (2) does.

(1)
Molecular formula: C3H5N
Method: DFT, ωB97M-V/def2-TZVPD

```
! wB97M-V def2-TZVPD RIJCOSX def2/J DEFGRID3
* xyz 0 1
C 0.394 0.488 0.450
C 1.453 0.303 -0.318
C -1.580 -0.544 -0.088
N -0.899 0.568 -0.139
H 0.798 0.901 1.413
H 2.410 0.153 0.172
H 1.344 0.066 -1.371
H -2.368 -0.675 0.732
H -1.551 -1.260 -0.851
*
```

Output
SMILES: C=CN=C
Lowest unoccupied orbital energy: -0.506 eV
Kohn-Sham gap: 7.68 eV

(2)
Molecular formula: C3H5N
Method: DFT, ωB97M-V/def2-TZVPD

```
! wB97M-V def2-TZVPD RIJCOSX def2/J DEFGRID3
* xyz 0 1
C -0.633 -0.257 0.388
C -1.116 -0.802 -0.730
C 1.450 0.810 0.392
N 0.765 -0.236 0.658
H -1.460 -0.171 1.110
H -2.179 -0.713 -0.924
H -0.457 -1.129 -1.526
H 1.700 1.530 1.205
H 1.931 0.968 -0.572
*
```

Output
SMILES: C=CN=C
Lowest unoccupied orbital energy: -0.235 eV
Kohn-Sham gap: 7.95 eV

Which one sits at the top of the stability order? (2) does.

(1)
Molecular formula: C3H5N
Method: DFT, ωB97M-V/def2-TZVPD

```
! wB97M-V def2-TZVPD RIJCOSX def2/J DEFGRID3
* xyz 0 1
C -1.510 -0.548 -0.090
C -0.242 -0.040 0.407
C 1.060 0.348 -0.243
N -1.482 0.713 0.090
H -2.015 -1.501 -0.424
H -0.055 -0.262 1.874
H 1.226 1.494 -0.292
H 1.070 0.088 -1.396
H 1.950 -0.292 0.074
*
```

Output
Lowest unoccupied orbital energy: 1.111 eV
Kohn-Sham gap: 10.75 eV

(2)
Molecular formula: C3H5N
Method: DFT, ωB97M-V/def2-TZVPD

```
! wB97M-V def2-TZVPD RIJCOSX def2/J DEFGRID3
* xyz 0 1
C 0.515 0.341 0.067
C 1.557 -0.113 -0.632
C -1.640 -0.208 0.571
N -0.418 -0.540 0.623
H 0.410 1.393 0.331
H 1.991 0.534 -1.381
H 1.895 -1.126 -0.466
H -2.375 -0.887 0.987
H -1.935 0.605 -0.100
*
```

Output
SMILES: C=CN=C
Lowest unoccupied orbital energy: 0.830 eV
Kohn-Sham gap: 9.68 eV

Which one sits at the top of the stability order? (2) does.

(1)
Molecular formula: CH7N3
Method: DFT, ωB97M-V/def2-TZVPD

```
! wB97M-V def2-TZVPD RIJCOSX def2/J DEFGRID3
* xyz 0 1
N 1.992 -1.429 -0.049
H 1.977 -0.832 0.767
H 1.702 -2.372 0.187
H 2.957 -1.481 -0.361
N -0.505 0.095 -1.017
C -1.087 0.924 -0.113
N -0.972 0.794 1.146
H -0.260 0.513 -1.897
H 0.166 -0.616 -0.732
H -1.735 1.676 -0.572
H -1.531 1.508 1.599
*
```

Output
SMILES: [H]/N=C/N.N
Lowest unoccupied orbital energy: 1.102 eV
Kohn-Sham gap: 10.08 eV

(2)
Molecular formula: CH7N3
Method: DFT, ωB97M-V/def2-TZVPD

```
! wB97M-V def2-TZVPD RIJCOSX def2/J DEFGRID3
* xyz 0 1
N 1.104 -0.781 0.127
N 1.658 0.554 0.116
H 1.629 0.935 1.067
H 1.802 -1.428 0.506
H -1.180 -0.982 -1.048
H 0.997 1.169 -0.386
C -1.413 -0.225 -0.125
N -1.352 1.050 -0.258
H -2.033 1.510 0.355
H -2.170 -0.719 0.502
H 0.957 -1.082 -0.856
*
```

Output
SMILES: C=N.NN
Lowest unoccupied orbital energy: 1.136 eV
Kohn-Sham gap: 9.26 eV

Which one sits at the top of the stability order? (1) does.

(1)
Molecular formula: C5H8O4
Method: DFT, ωB97M-V/def2-TZVPD

```
! wB97M-V def2-TZVPD RIJCOSX def2/J DEFGRID3
* xyz -2 1
C -0.688 -1.760 -0.005
C -1.345 -1.866 -1.393
O -1.173 -1.381 -2.465
O -2.320 -2.692 -1.295
H -0.324 -2.781 0.121
H -1.540 -1.444 0.651
H 0.119 -0.993 0.226
C 1.117 1.063 0.038
C 2.077 0.058 0.780
C 0.758 2.067 1.116
O -0.113 1.664 1.934
O 1.302 3.197 1.087
H 1.623 1.504 -0.891
H 0.080 0.709 -0.286
H 2.375 -0.841 0.126
H 1.583 -0.426 1.573
H 2.991 0.592 1.180
*
```

Output
Lowest unoccupied orbital energy: 6.518 eV
Kohn-Sham gap: 7.01 eV

(2)
Molecular formula: C5H8O4
Method: DFT, ωB97M-V/def2-TZVPD

```
! wB97M-V def2-TZVPD RIJCOSX def2/J DEFGRID3
* xyz -2 1
C 1.412 0.475 0.329
C 2.798 -0.050 0.569
C 1.071 1.749 1.259
O 0.051 2.365 0.916
O 1.755 1.917 2.294
H 1.290 0.833 -0.768
H 0.566 -0.282 0.566
H 3.031 -0.434 1.608
H 3.577 0.708 0.302
H 3.037 -0.883 -0.080
C -2.702 -0.616 -0.407
C -2.670 -1.338 -1.743
O -2.066 -0.717 -2.708
O -3.106 -2.446 -1.869
H -1.858 -0.912 0.172
H -3.678 -0.835 0.097
H -2.507 0.467 -0.537
*
```

Output
Lowest unoccupied orbital energy: 6.295 eV
Kohn-Sham gap: 7.19 eV

Which one sits at the top of the stability order? (2) does.

(1)
Molecular formula: C6H14N2O2
Method: DFT, ωB97M-V/def2-TZVPD

```
! wB97M-V def2-TZVPD RIJCOSX def2/J DEFGRID3
* xyz 0 1
C -0.226 -2.722 -0.365
C -0.559 0.082 -2.846
C -0.995 -1.628 -1.101
O -2.169 -1.659 -1.386
N -0.132 -0.734 -1.721
H 0.449 -2.386 0.424
H 0.845 -0.716 -1.463
H 0.218 0.147 -3.597
H -0.837 -3.357 0.285
H 0.214 -3.273 -1.192
H -1.503 -0.303 -3.238
H -0.899 1.050 -2.484
C 1.985 0.418 2.261
C -1.024 2.213 0.820
C -0.121 1.661 1.891
O -0.405 1.657 3.065
N 1.065 1.151 1.405
H 1.137 1.041 0.398
H 1.645 0.516 3.284
H -0.487 2.409 -0.107
H 1.967 -0.633 1.939
H 3.021 0.702 2.074
H -1.577 1.332 0.451
H -1.612 3.034 1.204
*
```

Output
SMILES: CNC(C)=O.CNC(C)=O
Lowest unoccupied orbital energy: 0.462 eV
Kohn-Sham gap: 10.12 eV

(2)
Molecular formula: C6H14N2O2
Method: DFT, ωB97M-V/def2-TZVPD

```
! wB97M-V def2-TZVPD RIJCOSX def2/J DEFGRID3
* xyz 0 1
C -2.352 -0.203 1.769
C -1.525 1.977 -1.268
C -2.329 0.235 0.297
O -2.844 -0.429 -0.588
N -1.563 1.292 0.141
H -1.735 -1.025 1.917
H -0.825 1.656 0.719
H -0.949 2.901 -1.208
H -1.984 0.628 2.401
H -3.345 -0.682 2.097
H -1.036 1.142 -2.053
H -2.494 2.398 -1.283
C 2.259 -0.391 -1.975
C 1.551 -1.361 1.469
C 2.157 -0.575 0.424
O 3.171 0.014 0.443
N 1.422 -0.461 -0.822
H 0.740 -1.284 -0.852
H 2.352 0.489 -2.609
H 0.918 -2.185 1.127
H 3.375 -0.910 -1.926
H 1.785 -0.994 -2.669
H 2.262 -1.491 2.272
H 0.988 -0.740 2.176
*
```

Output
SMILES: CNC(C)=O.CNC(C)=O
Lowest unoccupied orbital energy: 0.583 eV
Kohn-Sham gap: 10.25 eV

Which one sits at the top of the stability order? (1) does.